Here is a 5-piece molecular cluster, C32H67N6O9 overall at a distorted geometry from the Open Molecules 2025 dataset. Energies are from the ωB97M-V functional and the def2-TZVPD basis.

```
! wB97M-V def2-TZVPD RIJCOSX def2/J DEFGRID3
* xyz -1 1
C -1.0302 -1.5409 -2.1905
C -1.2108 -0.1317 -1.6196
C -2.1809 0.7466 -2.4059
N -2.0488 0.6430 -3.8630
C -1.1982 1.6375 -4.5505
C 0.0009 2.0106 -3.7103
O 0.8335 2.9088 -4.4700
C 1.7654 3.5926 -3.8259
C 2.1064 3.2034 -2.4202
O 2.3562 4.4774 -4.3786
N -0.7659 1.1386 -5.8557
C -0.3271 -0.2656 -5.9020
C 0.1768 -0.6130 -7.3185
C 1.6512 -0.9969 -7.5173
C 2.5991 0.1293 -7.9314
C 3.3487 0.8349 -6.8097
C 4.6780 0.1404 -6.4356
C 4.8372 -0.4355 -5.0203
C 3.6706 -1.2538 -4.5022
C 3.8873 -1.8198 -3.1038
C 4.8965 -2.9943 -3.0603
C 4.4214 -4.1491 -2.1941
O 3.7941 -5.1673 -2.9529
C 2.3888 -5.1213 -2.9500
C -2.0009 2.9743 -4.7777
O -2.4121 3.4745 -3.6977
O -2.1858 3.3406 -5.9459
H -1.2475 -2.2875 -1.4329
H -0.0084 -1.7070 -2.5152
H -1.6690 -1.7078 -3.0482
H -0.2314 0.3420 -1.5608
H -1.5713 -0.2156 -0.5992
H -3.1762 0.3799 -2.1624
H -2.1523 1.7741 -2.0538
H -2.9793 0.7935 -4.2262
H -0.3667 2.5621 -2.8548
H 0.5779 1.1536 -3.3710
H 2.4328 2.1753 -2.4190
H 1.2354 3.2396 -1.7783
H 2.8782 3.8649 -2.0618
H -1.5683 1.2040 -6.4665
H -1.1669 -0.9261 -5.6888
H 0.4206 -0.4874 -5.1486
H -0.3877 -1.4897 -7.6311
H -0.1185 0.1825 -7.9939
H 2.0230 -1.5294 -6.6496
H 1.6661 -1.7266 -8.3259
H 2.0091 0.8630 -8.4744
H 3.3225 -0.2561 -8.6464
H 2.7054 1.0051 -5.9562
H 3.5949 1.8301 -7.1662
H 5.4653 0.8825 -6.5298
H 4.9170 -0.6448 -7.1486
H 5.7007 -1.1023 -5.0558
H 5.1167 0.3483 -4.3251
H 2.7853 -0.6282 -4.4884
H 3.5036 -2.0877 -5.1791
H 2.9250 -2.2135 -2.7829
H 4.1502 -1.0435 -2.3922
H 5.0344 -3.3417 -4.0771
H 5.8362 -2.6173 -2.6707
H 3.7299 -3.7691 -1.4429
H 5.2504 -4.6072 -1.6613
H 1.9826 -4.9737 -1.9503
H 2.0246 -6.0685 -3.3292
H 1.9982 -4.3367 -3.5979
C -4.2957 -2.5927 2.2148
C -3.0881 -1.7323 1.9280
O -2.2122 -2.0660 1.1418
N -3.0036 -0.5393 2.5579
C -3.8817 0.0847 3.5290
H -4.2151 -3.5010 1.6265
H -4.3408 -2.8555 3.2725
H -5.2130 -2.0717 1.9394
H -2.1956 -0.0065 2.2789
H -4.2410 1.0266 3.1188
H -3.3067 0.3041 4.4290
H -4.7242 -0.5450 3.7966
C -2.0773 4.3771 1.1253
C -1.7320 3.1169 1.8805
O -2.4025 2.7209 2.8250
N -0.6528 2.4124 1.4573
C 0.2291 2.6963 0.3400
H -2.9622 4.8134 1.5765
H -1.2601 5.0971 1.1791
H -2.2879 4.1547 0.0786
H -0.4708 1.5842 2.0006
H 0.2016 1.8705 -0.3723
H 1.2559 2.8192 0.6895
H -0.0774 3.6030 -0.1692
C -1.2509 -1.6461 5.9557
C -2.0014 -1.1394 7.1668
O -3.1400 -1.5119 7.4197
N -1.3683 -0.2529 7.9679
C -0.0354 0.2940 7.8295
H -1.8884 -2.3394 5.4164
H -0.9943 -0.8187 5.2927
H -0.3404 -2.1677 6.2520
H -1.9090 0.0419 8.7671
H 0.5608 0.0445 8.7084
H -0.0806 1.3812 7.7466
H 0.4530 -0.1023 6.9456
C -3.3306 -0.4268 11.8309
C -1.9864 0.2607 11.8798
O -1.2583 0.3183 10.9009
N -1.6054 0.8182 13.0572
C -2.3308 0.8466 14.3129
H -3.4820 -0.8169 10.8287
H -3.3670 -1.2547 12.5395
H -4.1328 0.2750 12.0612
H -0.7005 1.2594 13.0195
H -2.5153 1.8773 14.6199
H -1.7525 0.3527 15.0954
H -3.2833 0.3391 14.2136
*
```

Summary:
**Kohn-Sham gap**: 6.10 eV
**Lowest unoccupied orbital energy**: 0.0562 hartree
**Strongest force on any atom**: 1.040 eV/A

These are the Mulliken partial charges, in e, on atoms 1 to 99: number 1, C, carries -1.031; number 2, C, carries 1.091; number 3, C, carries -1.178; number 4, N, carries -0.104; number 5, C, carries 0.670; number 6, C, carries -1.872; number 7, O, carries -0.461; number 8, C, carries 0.704; number 9, C, carries -0.354; number 10, O, carries -0.673; number 11, N, carries -0.241; number 12, C, carries 0.457; number 13, C, carries -1.262; number 14, C, carries -0.120; number 15, C, carries -1.178; number 16, C, carries 0.289; number 17, C, carries -1.075; number 18, C, carries -0.753; number 19, C, carries 0.683; number 20, C, carries -0.744; number 21, C, carries -0.662; number 22, C, carries -0.800; number 23, O, carries -0.430; number 24, C, carries -0.579; number 25, C, carries 0.224; number 26, O, carries -0.685; number 27, O, carries -0.789; number 28, H, carries 0.396; number 29, H, carries -0.079; number 30, H, carries 0.264; number 31, H, carries -0.605; number 32, H, carries 0.033; number 33, H, carries 0.575; number 34, H, carries 0.373; number 35, H, carries 0.341; number 36, H, carries 0.959; number 37, H, carries 0.483; number 38, H, carries 0.142; number 39, H, carries -0.208; number 40, H, carries 0.422; number 41, H, carries 0.378; number 42, H, carries 0.313; number 43, H, carries -0.277; number 44, H, carries 0.398; number 45, H, carries 0.402; number 46, H, carries -0.277; number 47, H, carries 0.458; number 48, H, carries 0.515; number 49, H, carries 0.458; number 50, H, carries -0.436; number 51, H, carries 0.531; number 52, H, carries 0.259; number 53, H, carries 0.474; number 54, H, carries 0.314; number 55, H, carries 0.377; number 56, H, carries -0.462; number 57, H, carries 0.308; number 58, H, carries 0.055; number 59, H, carries 0.512; number 60, H, carries 0.429; number 61, H, carries 0.365; number 62, H, carries 0.414; number 63, H, carries 0.361; number 64, H, carries 0.304; number 65, H, carries 0.288; number 66, H, carries 0.181; number 67, C, carries -1.436; number 68, C, carries 0.954; number 69, O, carries -0.659; number 70, N, carries 0.092; number 71, C, carries -0.958; number 72, H, carries 0.325; number 73, H, carries 0.358; number 74, H, carries 0.365; number 75, H, carries -0.031; number 76, H, carries 0.310; number 77, H, carries 0.224; number 78, H, carries 0.414; number 79, C, carries -1.314; number 80, C, carries 0.829; number 81, O, carries -0.658; number 82, N, carries 0.018; number 83, C, carries -0.320; number 84, H, carries 0.317; number 85, H, carries 0.366; number 86, H, carries 0.352; number 87, H, carries 0.187; number 88, H, carries -0.100; number 89, H, carries 0.198; number 90, H, carries 0.293; number 91, C, carries -1.326; number 92, C, carries 0.949; number 93, O, carries -0.683; number 94, N, carries -0.037; number 95, C, carries -0.929; number 96, H, carries 0.200; number 97, H, carries 0.320; number 98, H, carries 0.481; number 99, H, carries 0.108

---

Here is a 2-piece molecular cluster, C9H15ClP overall from the Open Molecules 2025 dataset. Energies are from the ωB97M-V functional and the def2-TZVPD basis.

```
! wB97M-V def2-TZVPD RIJCOSX def2/J DEFGRID3
* xyz 1 1
C 0.2874 0.1229 2.1646
C -0.8296 -0.7924 2.6652
C -1.9045 -0.9945 1.5777
P -3.2995 0.1076 1.8874
Cl -2.5730 -2.6243 1.4762
H 0.8946 -0.4022 1.4310
H -0.1316 1.0054 1.6721
H 0.9029 0.4692 2.9884
H -0.4511 -1.7772 2.9282
H -1.2711 -0.3719 3.5741
H -1.5047 -0.7239 0.5974
H -3.7519 -0.0886 3.1870
H -2.8704 1.4302 1.8085
H -4.3485 -0.0932 0.9959
C 2.6902 -0.2649 -3.1741
C 1.8061 -0.9943 -2.3928
C 0.8550 -0.3318 -1.6307
C 0.7855 1.0544 -1.6487
C 1.6703 1.7826 -2.4305
C 2.6226 1.1212 -3.1924
H 3.4327 -0.7777 -3.7706
H 1.8575 -2.0749 -2.3802
H 0.1621 -0.9058 -1.0242
H 0.0394 1.5737 -1.0577
H 1.6166 2.8629 -2.4490
H 3.3131 1.6875 -3.8028
*
```

Summary:
**Kohn-Sham gap**: 8.12 eV
**Lowest unoccupied orbital energy**: -0.1355 hartree
**Strongest force on any atom**: 0.383 eV/A

Charges in e, computed with Mulliken, in the same order as the atoms: number 1, C, carries -1.024; number 2, C, carries -0.629; number 3, C, carries 0.412; number 4, P, carries 0.085; number 5, Cl, carries -0.103; number 6, H, carries 0.325; number 7, H, carries 0.223; number 8, H, carries 0.373; number 9, H, carries 0.376; number 10, H, carries 0.373; number 11, H, carries -0.029; number 12, H, carries 0.208; number 13, H, carries 0.207; number 14, H, carries 0.211; number 15, C, carries -0.358; number 16, C, carries -0.658; number 17, C, carries 0.031; number 18, C, carries -0.100; number 19, C, carries -0.481; number 20, C, carries -0.433; number 21, H, carries 0.372; number 22, H, carries 0.371; number 23, H, carries 0.210; number 24, H, carries 0.293; number 25, H, carries 0.369; number 26, H, carries 0.375

---

Here is C6H3Cl2CoNO3STi as an isolated structure at a distorted geometry from the Open Molecules 2025 dataset. Energies are from the ωB97M-V functional and the def2-TZVPD basis.

```
! wB97M-V def2-TZVPD RIJCOSX def2/J DEFGRID3
* xyz 4 6
Co 0.4667 -1.4652 -3.6439
Ti -0.3135 1.2018 0.5130
Cl -0.2539 -1.0218 -1.5466
Cl -1.3423 3.1066 0.1992
C 1.5635 1.7557 0.5326
C 1.1130 -1.8313 -5.2277
C 0.6951 0.2380 -3.9692
O 2.6906 2.0882 0.5203
O 1.5844 -1.9564 -6.2863
O 0.7535 1.3913 -3.8500
S -2.2551 -1.1619 2.3786
C -0.7917 -1.4698 3.2773
C 0.1115 -0.4438 3.1522
N -0.3329 0.5984 2.3570
C -1.7120 0.4578 2.0131
H -0.6446 -2.3803 3.8448
H 1.1028 -0.3684 3.5768
H -2.4350 1.2611 2.1588
*
```

Summary:
**Energy relative to the best compared isomer or geometry (same formula, charge and spin)**: 211.6 kJ/mol
**⟨S²⟩**: 8.775
**Kohn-Sham gap (alpha / beta)**: 8.09 / 4.56 eV
**Lowest unoccupied orbital energy (alpha / beta)**: -0.6047 / -0.7656 hartree
**Strongest force on any atom**: 10.972 eV/A

Charges in e, computed with Mulliken, in the same order as the atoms: number 1, Co, carries 0.365; number 2, Ti, carries 1.059; number 3, Cl, carries -0.200; number 4, Cl, carries -0.083; number 5, C, carries 0.459; number 6, C, carries 0.483; number 7, C, carries 0.513; number 8, O, carries 0.029; number 9, O, carries 0.029; number 10, O, carries -0.050; number 11, S, carries 0.426; number 12, C, carries -0.070; number 13, C, carries -0.011; number 14, N, carries -0.191; number 15, C, carries -0.160; number 16, H, carries 0.474; number 17, H, carries 0.473; number 18, H, carries 0.456

---

Here is a single C3H5NO molecule at a distorted geometry from the Open Molecules 2025 dataset. Energies are from the ωB97M-V functional and the def2-TZVPD basis.

```
! wB97M-V def2-TZVPD RIJCOSX def2/J DEFGRID3
* xyz 0 1
C 0.1726 0.0028 1.1886
C -0.1044 0.2198 -0.2693
O 1.0464 0.5223 -0.9290
C -1.0734 -0.9621 -1.6667
N -0.7135 -1.3829 -0.6088
H 0.9039 -0.8015 1.2677
H -0.7546 -0.3076 1.6650
H 0.5614 0.9180 1.6449
H -0.9000 0.9398 -0.4713
H 0.8615 0.8515 -1.8212
*
```

Summary:
**Energy relative to the best compared isomer or geometry (same formula, charge and spin)**: 243.1 kJ/mol
**Kohn-Sham gap**: 11.78 eV
**Lowest unoccupied orbital energy**: 0.0271 hartree
**Strongest force on any atom**: 1.547 eV/A

Charges in e, computed with Mulliken, in the same order as the atoms: number 1, C, carries -1.167; number 2, C, carries 0.308; number 3, O, carries -0.511; number 4, C, carries -0.132; number 5, N, carries -0.263; number 6, H, carries 0.335; number 7, H, carries 0.346; number 8, H, carries 0.336; number 9, H, carries 0.357; number 10, H, carries 0.390